No. 1
92
Properties=species:S:1:pos:R:3:mulliken_spin:R:1 method="wB97M-V/def2-TZVPD" de_lowest_kj_mol=0.0 e_tot_ha=-2744.17310 spin_multiplicity=3 orbital_gap_ev="5.976 / 5.624" charge=+1 max_force_ev_per_a=5.09 lumo_ha="-0.0904 / -0.1093"
C -0.71147 0.28483 -3.10936 0.027
C -0.22921 -1.97169 -2.53292 -0.009
C -0.96992 -0.08505 -4.42784 0.014
C -0.35176 -2.35798 -3.88837 0.015
C -0.78785 -1.42548 -4.80282 -0.002
H -1.25450 0.69189 -5.14374 0.002
H -0.20063 -3.40816 -4.14065 0.003
H -0.93922 -1.70488 -5.84347 0.000
N -0.45192 -0.65457 -2.19057 0.178
P 0.25398 2.06995 -1.18376 0.120
P -0.45922 -2.43877 0.19834 0.094
C -0.73663 1.74647 -2.71517 -0.011
H -0.38634 2.40294 -3.53055 0.000
H -1.76723 2.06502 -2.50338 -0.008
C -0.15548 -2.95113 -1.51774 0.019
H 0.51102 -3.79383 -1.70207 -0.005
C 0.70930 -3.32075 1.53560 0.034
C -2.09887 -3.44121 0.10753 0.031
C 2.01153 2.41659 -1.94788 0.060
C -0.48113 3.72133 -0.51913 0.016
C 1.57777 -2.31254 2.30414 0.004
H 0.95842 -1.56056 2.81133 -0.003
H 2.12653 -2.86904 3.08462 0.000
H 2.29441 -1.79765 1.65882 0.000
C -0.13754 -4.02335 2.60659 0.012
H -0.74383 -3.29167 3.16091 -0.001
H -0.78315 -4.81163 2.20159 -0.001
H 0.54843 -4.49549 3.32966 0.000
C 1.59823 -4.32950 0.80257 0.010
H 2.32364 -4.74738 1.52159 0.001
H 1.03170 -5.17390 0.38679 -0.001
H 2.19137 -3.86021 0.00703 -0.003
C -2.92272 -3.22370 1.38133 0.008
H -2.83868 -2.19720 1.76224 -0.001
H -3.97773 -3.39185 1.12576 0.000
H -2.67075 -3.92562 2.18062 0.001
C -2.90769 -2.88062 -1.07125 -0.003
H -3.04854 -1.80292 -0.98255 0.003
H -2.44367 -3.08717 -2.03899 0.002
H -3.89947 -3.34930 -1.06561 -0.001
C -1.81632 -4.94331 -0.15567 0.011
H -0.76872 -5.19427 -0.36076 -0.001
H -2.16462 -5.56955 0.67660 0.001
H -2.38628 -5.26228 -1.04185 -0.001
C 0.47902 4.23385 0.56008 0.010
H 0.02511 5.09299 1.07576 0.000
H 0.67069 3.45187 1.31324 0.006
H 1.44668 4.55687 0.15808 0.001
C -1.85665 3.42556 0.08976 0.020
H -2.53308 2.97621 -0.64472 0.002
H -1.80573 2.78959 0.97871 -0.002
H -2.30720 4.38330 0.38642 0.000
C -0.74018 4.79885 -1.57994 0.008
H -1.39434 5.55621 -1.12290 -0.001
H 0.15505 5.32934 -1.90932 0.001
H -1.27149 4.40385 -2.45428 0.001
C 2.36342 1.42828 -3.06503 0.009
H 3.38457 1.67084 -3.38743 0.000
H 2.32597 0.37077 -2.76299 -0.003
H 1.74656 1.55886 -3.96749 0.000
C 3.00326 2.24892 -0.77990 0.020
H 2.98355 1.23374 -0.37875 -0.007
H 4.02735 2.41780 -1.13760 0.000
H 2.81852 2.91148 0.07501 0.000
C 2.10282 3.83135 -2.54742 0.000
H 1.25966 4.08845 -3.20176 0.000
H 2.22739 4.62997 -1.80553 0.001
H 2.99281 3.87260 -3.19017 0.001
Pt -0.40792 -0.07277 -0.04342 0.942
C -2.27669 0.13160 0.10015 0.064
O -3.42542 0.26174 0.24839 0.011
N 1.84770 -0.55523 -0.36697 0.076
C 2.76576 -1.17349 -0.78338 0.024
C 3.73516 -2.01848 -1.34245 -0.006
C 5.02656 -1.64607 -0.94535 0.002
C 3.52683 -3.04775 -2.29999 0.000
C 6.10606 -2.19143 -1.61142 0.003
H 5.13591 -0.89925 -0.15822 0.001
C 4.64640 -3.60030 -2.92556 0.001
H 2.52560 -3.41305 -2.55837 0.001
C 5.92900 -3.16032 -2.59644 -0.002
H 7.09570 -1.85572 -1.34678 0.000
H 4.51319 -4.38194 -3.67869 0.000
H 6.79529 -3.58703 -3.09906 0.000
N -1.21128 2.90886 3.44955 0.020
C -0.97843 1.65480 3.00227 0.010
N -1.90015 0.72817 3.26934 0.010
S 0.43923 1.24535 2.11675 0.160
H -1.95863 3.08358 4.12767 -0.001
H -0.52496 3.65027 3.33433 0.000
H -1.70936 -0.24426 3.08779 0.003
H -2.73968 0.95182 3.79925 0.002

No. 2
94
Properties=species:S:1:pos:R:3:lowdin_charge:R:1 method="wB97M-V/def2-TZVPD" de_lowest_kj_mol=236.7 e_tot_ha=-1814.01902 spin_multiplicity=1 orbital_gap_ev=9.316 max_force_ev_per_a=3.25 lumo_ha=-0.0009
C 10.52169 14.99994 -13.68992 0.012
C 10.62449 14.72006 -12.21436 -0.440
O 10.52974 15.57236 -11.36710 0.033
C 11.00730 13.31016 -11.67618 0.004
H 9.54546 15.43765 -13.89845 0.075
H 10.56824 14.14578 -14.36546 0.074
H 11.22986 15.77504 -13.98287 0.079
H 10.62530 13.36655 -10.65687 0.067
H 12.08803 13.26681 -11.54112 0.067
H 10.66215 12.48014 -12.29265 0.083
C 13.94101 12.46624 -14.03140 -0.002
C 13.80499 12.30514 -15.58106 -0.447
O 12.95825 12.92522 -16.25395 0.024
C 14.56926 11.17722 -16.08650 -0.032
H 14.82490 13.01818 -13.71170 0.070
H 13.99165 11.50911 -13.51233 0.089
H 13.07599 12.98874 -13.62295 0.054
H 14.03345 10.28807 -15.75419 0.108
H 15.65249 11.10966 -15.98576 0.096
H 14.51276 11.33880 -17.16297 0.088
C 13.18245 15.72210 -18.02913 -0.029
C 12.82089 16.34590 -16.75682 -0.471
O 11.85144 17.08131 -16.66652 0.054
C 13.73849 16.13717 -15.55369 -0.020
H 12.50821 15.98615 -18.84386 0.086
H 13.06608 14.63843 -18.04447 0.075
H 14.14581 16.03791 -18.42949 0.093
H 13.42859 15.17521 -15.14540 0.054
H 13.65549 16.89339 -14.77309 0.079
H 14.78225 16.02317 -15.84636 0.085
C 8.17806 8.23286 -9.14666 -0.035
C 9.50198 8.85975 -9.44049 -0.491
O 10.52675 8.25006 -9.25459 0.071
C 9.46382 10.26026 -10.11839 -0.016
H 8.36279 7.46461 -8.39581 0.082
H 7.73430 7.76159 -10.02363 0.089
H 7.41833 8.89363 -8.72918 0.079
H 9.25793 10.11014 -11.17819 0.086
H 10.45656 10.69391 -9.99792 0.057
H 8.82648 10.91574 -9.52488 0.080
C 10.01336 11.41938 -16.32651 -0.178
O 9.16740 12.24295 -15.57198 -0.113
H 10.83948 11.19562 -15.65157 0.062
H 9.62954 10.42469 -16.55318 0.080
H 10.56279 11.90228 -17.13461 0.077
H 8.62732 12.70820 -16.21499 0.082
C 10.85548 15.65539 -8.19545 -0.146
O 10.45242 15.58874 -6.81272 -0.124
H 10.11939 16.31402 -8.65641 0.067
H 11.78666 16.20993 -8.31159 0.074
H 10.73200 14.71054 -8.72471 0.065
H 10.01545 16.42885 -6.65504 0.066
C 16.44717 13.39056 -10.82358 -0.139
O 15.07653 13.21489 -10.70392 -0.141
H 16.71484 14.19043 -10.13316 0.088
H 17.04393 12.48985 -10.67975 0.096
H 16.64533 13.76839 -11.82661 0.074
H 14.82955 13.89879 -11.33072 0.027
C 14.02782 16.31894 -11.52440 -0.124
O 14.38775 15.34882 -12.48136 -0.149
H 13.56556 17.19872 -11.97206 0.082
H 13.30216 15.80139 -10.89697 0.082
H 14.88290 16.68596 -10.95674 0.092
H 15.09013 15.73130 -13.01238 0.088
C 7.06120 17.18322 -12.49873 -0.152
O 6.42535 16.45684 -13.49807 -0.131
H 6.57256 17.07519 -11.53040 0.088
H 8.04185 16.70913 -12.45780 0.067
H 7.08454 18.26011 -12.66563 0.090
H 6.55887 16.94703 -14.31262 0.061
C 9.19829 17.87428 -15.56381 -0.153
O 7.85524 17.59139 -15.95637 -0.110
H 9.71325 18.60166 -16.19137 0.076
H 9.13588 18.43691 -14.63233 0.081
H 9.89216 17.05475 -15.37671 0.038
H 7.91720 17.24168 -16.84826 0.082
C 13.75535 11.04913 -9.01581 -0.202
O 13.98573 10.84951 -10.34479 -0.135
H 14.56063 10.58090 -8.44977 0.074
H 13.67062 12.10899 -8.77580 0.078
H 12.88641 10.44534 -8.75411 0.071
H 14.40457 11.63587 -10.70230 0.008
C 7.31441 13.20541 -12.39015 -0.139
O 6.03930 13.86977 -12.47854 -0.122
H 7.94999 13.58901 -11.59204 0.066
H 7.08038 12.15830 -12.19809 0.074
H 7.86041 13.20539 -13.33354 0.059
H 6.13158 14.77089 -12.79647 0.014
C 11.25116 19.12808 -10.40947 -0.165
O 10.25690 18.29823 -10.96116 -0.137
H 12.09573 18.49873 -10.12890 0.066
H 11.50183 19.92968 -11.10424 0.076
H 10.85760 19.59564 -9.50692 0.072
H 10.49061 17.37437 -10.84517 0.005

No. 3
22
Properties=species:S:1:pos:R:3:nbo_charge:R:1 method="wB97M-V/def2-TZVPD" smiles=CN[C@@H](CN)CS.O de_lowest_kj_mol=60.6 e_tot_ha=-743.71074 spin_multiplicity=1 orbital_gap_ev=9.386 max_force_ev_per_a=2.53 lumo_ha=0.0285
C -2.47963 1.01570 0.88493 -0.428
N -2.27775 -0.35197 0.36176 -0.632
C -0.95139 -0.65838 -0.13674 -0.064
C -0.67701 0.16232 -1.40370 -0.239
N 0.61844 -0.16853 -2.00972 -0.862
C 0.12908 -0.45782 0.92160 -0.538
S 1.70255 -1.38675 0.85745 -0.065
H -2.51600 1.81371 0.13308 0.174
H -1.71292 1.20712 1.62829 0.197
H -3.41772 0.95198 1.45994 0.203
H -3.04144 -0.55880 -0.26261 0.363
H -0.97327 -1.72423 -0.50019 0.192
H -1.52471 0.26427 -2.09630 0.169
H -0.55274 1.20580 -1.11445 0.195
H 0.88445 0.47399 -2.74132 0.371
H 0.64926 -1.11873 -2.35845 0.355
H -0.29575 -0.68958 1.89780 0.238
H 0.39615 0.59964 0.86783 0.227
H 2.01529 -1.23777 -0.42352 0.140
O 1.66380 2.45988 -0.13408 -0.941
H 2.13036 1.61359 -0.15286 0.475
H 2.18605 2.91781 0.54366 0.468

No. 4
82
Properties=species:S:1:pos:R:3:lowdin_charge:R:1 method="wB97M-V/def2-TZVPD" de_lowest_kj_mol=30.3 e_tot_ha=-4640.56225 spin_multiplicity=1 orbital_gap_ev=7.985 max_force_ev_per_a=0.86 lumo_ha=0.0137
Al -0.41542 0.21104 0.36457 -0.103
C 1.70295 0.66477 -2.67631 -0.120
C 0.44505 1.42322 -3.11841 -0.491
C 0.14220 1.09740 -4.57934 -0.102
P -0.94256 1.02643 -1.93736 1.146
C -2.29291 2.26980 -2.22154 -0.509
C -2.51818 2.80256 -3.63487 -0.109
C -3.59281 1.75877 -1.59197 -0.112
C -1.46986 -0.63102 -2.43062 -0.284
C -2.42746 -0.94219 -3.39091 -0.087
C -2.76823 -2.25854 -3.64859 -0.084
C -2.14894 -3.27274 -2.92846 -0.069
C -1.19974 -2.98163 -1.96655 -0.024
C -0.83501 -1.65753 -1.69726 -0.280
N 0.06786 -1.31106 -0.68300 -0.036
C 1.22197 -2.05271 -0.45324 -0.286
C 1.83434 -2.83218 -1.44592 -0.036
C 3.03321 -3.47782 -1.20781 -0.073
C 3.66004 -3.38040 0.02708 -0.090
C 3.06065 -2.63465 1.02758 -0.099
C 1.85761 -1.97133 0.81081 -0.282
P 0.87712 -1.06492 2.03536 1.165
C 0.02629 -2.44535 2.96091 -0.490
C -0.97133 -3.13829 2.02419 -0.102
C 0.95457 -3.50233 3.55829 -0.094
C 1.91445 -0.07203 3.23241 -0.495
C 1.96478 -0.55732 4.67894 -0.108
C 3.31582 0.23955 2.70833 -0.120
H 2.57669 1.03324 -3.21716 0.088
H 1.59403 -0.39872 -2.89408 0.071
H 1.89126 0.77799 -1.61044 0.017
H 0.61825 2.49965 -3.00987 0.114
H -0.06622 0.03337 -4.69591 0.078
H 1.01719 1.34410 -5.18418 0.085
H -0.70444 1.65795 -4.96983 0.050
H -1.94423 3.11541 -1.61476 0.097
H -2.80522 2.01707 -4.33388 0.065
H -1.63390 3.31243 -4.01702 0.070
H -3.33157 3.53048 -3.60522 0.084
H -4.04493 0.96652 -2.18945 0.073
H -4.31120 2.57649 -1.51157 0.086
H -3.41618 1.36808 -0.59213 0.037
H -2.90794 -0.14937 -3.94917 0.096
H -3.51475 -2.49138 -4.39619 0.103
H -2.42297 -4.30441 -3.11081 0.107
H -0.74296 -3.78326 -1.39999 0.115
H 1.36835 -2.91806 -2.41857 0.110
H 3.48800 -4.06332 -1.99708 0.106
H 4.59872 -3.88558 0.21151 0.101
H 3.53366 -2.58661 1.99898 0.100
H -0.53345 -1.94674 3.75742 0.089
H -0.43801 -3.69204 1.24771 0.078
H -1.65431 -2.43934 1.54698 0.047
H -1.56737 -3.84901 2.59869 0.089
H 1.62087 -3.91114 2.79916 0.068
H 0.34367 -4.32371 3.93792 0.084
H 1.55073 -3.12766 4.38691 0.054
H 1.35450 0.86927 3.23583 0.096
H 2.61889 -1.42044 4.79819 0.068
H 0.97721 -0.80335 5.07010 0.074
H 2.36930 0.24725 5.29616 0.085
H 3.28812 0.57167 1.67199 0.013
H 3.96867 -0.62871 2.77977 0.065
H 3.76072 1.03491 3.30923 0.086
Cl 0.90303 7.54610 0.75254 0.683
C 0.70235 5.84008 0.80383 -0.716
C 1.76503 4.99486 0.50198 -0.705
Cl 3.29377 5.65860 0.09345 0.697
C 1.58828 3.61606 0.53372 -0.574
Cl 2.89354 2.57369 0.12662 0.787
C 0.35857 3.03524 0.88083 -0.396
O 0.22495 1.72765 0.90541 -0.130
C -0.69736 3.91014 1.19385 -0.596
Cl -2.20820 3.24113 1.65291 0.787
C -0.52944 5.29001 1.15459 -0.702
Cl -1.84468 6.32013 1.54623 0.699
B -3.13020 -0.25938 3.50540 -0.391
C -2.62965 -0.16984 2.05959 -0.155
N -2.14090 -0.07316 1.00879 0.162
H -3.63261 -1.32723 3.72844 0.022
H -2.05476 -0.13600 4.07117 0.031
H -3.85737 0.66937 3.73508 0.020

No. 5
97
Properties=species:S:1:pos:R:3:lowdin_charge:R:1 method="wB97M-V/def2-TZVPD" de_lowest_kj_mol=0.0 e_tot_ha=-12670.33209 spin_multiplicity=1 orbital_gap_ev="5.748 / 5.992" charge=-1 max_force_ev_per_a=0.43 lumo_ha="0.0288 / 0.0420"
Bi -0.86539 2.32897 -0.82642 1.672
C -0.19724 -2.13914 -3.25134 -0.080
C -1.03755 -1.21967 -2.60670 -0.167
N -0.47714 -0.01915 -2.54782 0.016
N 0.72126 -0.13581 -3.14969 -0.044
C 0.91463 -1.39425 -3.58344 -0.091
B 1.72088 1.03047 -3.20093 -0.549
N 2.32196 1.25313 -1.79362 -0.044
C 3.59330 1.55354 -1.48691 -0.082
C 3.70115 1.66027 -0.11535 -0.066
C 2.40792 1.40435 0.34509 -0.249
N 1.58176 1.15821 -0.66833 -0.061
N 1.03212 2.32388 -3.68935 -0.030
C 1.27519 2.98593 -4.83048 -0.079
C 0.49311 4.12224 -4.86419 -0.048
C -0.21946 4.08645 -3.66473 -0.155
N 0.11055 2.99924 -2.97361 -0.109
H -0.38273 -3.17865 -3.45964 0.087
H -2.01801 -1.37621 -2.18662 0.075
H 1.82602 -1.66420 -4.09101 0.117
H 2.60788 0.76595 -3.97122 0.117
H 4.33075 1.65900 -2.26529 0.122
H 4.57926 1.89266 0.46114 0.099
H 2.03349 1.39738 1.35775 0.089
H 1.99890 2.60250 -5.52987 0.116
H 0.45789 4.88025 -5.62593 0.093
H -0.91297 4.80664 -3.25297 0.021
C -3.49019 1.42187 -1.16901 -0.332
C -3.14378 0.83108 0.04227 -0.303
C -2.85965 1.87690 0.98862 -0.338
C -3.07844 3.11410 0.36162 -0.382
C -3.39547 2.85016 -1.01437 -0.360
C -3.92191 3.84153 -2.00846 -0.056
C -3.09663 4.45016 1.03235 -0.089
C -2.53218 1.67776 2.43658 -0.034
C -3.06789 -0.63147 0.35874 -0.054
C -3.91042 0.75768 -2.44508 -0.049
H -5.01461 3.88631 -1.95011 0.088
H -3.66081 3.55921 -3.03007 0.077
H -3.52910 4.84233 -1.82796 0.003
H -4.04191 4.59122 1.56575 0.094
H -2.99913 5.26343 0.31306 0.013
H -2.28907 4.55110 1.75876 0.016
H -3.43903 1.65371 3.04945 0.090
H -1.90319 2.48559 2.81446 0.080
H -2.00578 0.73701 2.60013 0.044
H -3.64435 -0.86787 1.25761 0.082
H -2.03918 -0.96534 0.53324 0.057
H -3.46969 -1.23838 -0.45268 0.059
H -4.82035 1.22002 -2.83547 0.078
H -4.12446 -0.30007 -2.29100 0.063
H -3.14565 0.82942 -3.22257 0.074
Se -1.62723 7.03315 -1.70977 -0.107
Sb -0.18996 6.64703 0.18251 -0.353
Se 1.73343 8.02756 0.62186 -0.124
Se -1.09536 7.29529 2.39822 -0.062
Se 0.58877 4.24319 0.45537 -0.034
C 3.73720 -1.96165 -0.74561 -0.209
Si 3.28872 -2.32185 1.04345 0.313
C 4.15881 -1.14423 2.22318 -0.215
C 3.91099 -4.04688 1.49779 -0.222
Si 0.97103 -2.26792 1.31882 0.553
Si -0.00730 -4.24073 0.54570 0.303
C 0.07097 -5.54666 1.90547 -0.222
C -1.80870 -4.00282 0.07128 -0.220
C 0.93007 -4.88730 -0.94967 -0.217
Si 0.36032 -1.74521 3.50834 0.299
C 1.30715 -2.85601 4.70306 -0.218
C -1.47388 -2.06067 3.77911 -0.217
C 0.79424 0.03900 3.89902 -0.217
H 4.77717 -1.63945 -0.83609 0.033
H 3.10333 -1.17563 -1.16011 0.000
H 3.60222 -2.85931 -1.35463 0.024
H 5.23979 -1.21031 2.06865 0.034
H 3.95398 -1.41639 3.26120 0.015
H 3.86284 -0.10728 2.07554 -0.002
H 4.99658 -4.10282 1.37246 0.029
H 3.46143 -4.82192 0.87440 0.003
H 3.68121 -4.27981 2.54025 0.021
H -0.49675 -5.23503 2.78513 0.013
H 1.10097 -5.72850 2.21938 0.019
H -0.34899 -6.49307 1.55209 0.028
H -2.39184 -3.59707 0.90104 0.020
H -2.25232 -4.95816 -0.22214 0.032
H -1.89637 -3.31083 -0.76927 0.002
H 1.94320 -5.19524 -0.68316 0.010
H 1.00309 -4.11767 -1.71907 0.001
H 0.41707 -5.75391 -1.37650 0.032
H 1.08884 -3.90962 4.51644 0.017
H 1.03093 -2.62906 5.73692 0.030
H 2.38552 -2.71538 4.60525 0.012
H -1.70025 -3.12137 3.64269 0.018
H -2.09342 -1.49656 3.08105 -0.005
H -1.76860 -1.78274 4.79460 0.033
H 1.87099 0.19635 3.80017 0.017
H 0.51154 0.29698 4.92310 0.036
H 0.29391 0.73906 3.22810 0.009